Formula: C41H64Br49I2N3O4PS2
Source: the OMol25 dataset
Level of theory: ωB97M-V/def2-TZVPD

Results
**Multiplicity**: 1
**Net charge**: +1
**Gap between HOMO and LUMO**: 8.0 eV
**Maximum force**: 5.2 eV/A
**HOMO level**: -10.40 eV

Atoms and positions in Å:
C  2.3706  -5.1765  2.0331
C  2.0120  -4.4592  0.7369
O  2.9755  -4.7873  -0.2312
C  2.8986  -3.9349  -1.3487
C  3.5002  -2.5527  -1.0027
O  2.4523  -1.6045  -0.7880
C  2.1883  -0.6737  -1.7862
C  2.2737  -1.2899  -3.2093
C  1.9964  -0.2467  -4.2813
O  0.9842  -0.0833  -4.7711
Br  3.5334  0.8128  -4.8687
C  0.6705  -0.4220  -1.5999
N  0.3131  0.8943  -0.9633
C  -0.1908  1.8124  -2.0124
C  -1.6674  1.6396  -2.3938
C  -2.3818  0.4666  -1.7207
S  -3.3718  1.1861  -0.3427
C  -4.5154  -0.1165  0.0094
S  -6.0230  0.2787  0.4006
N  -4.0203  -1.4422  -0.0772
C  -4.9308  -2.2924  -0.8501
C  -5.1122  -1.8307  -2.2727
C  -3.8703  -2.0051  1.2830
C  -2.4077  -1.9020  1.7346
C  1.4771  1.4209  -0.1287
P  0.9632  2.7310  1.0662
C  0.2079  4.2536  0.3761
C  -1.3597  4.2923  0.4066
C  -0.0818  1.8718  2.3182
C  0.0638  2.4931  3.7164
C  2.7660  1.5723  -0.9268
N  2.6462  2.6751  -1.8737
C  4.1143  1.7820  -0.1815
I  4.8534  0.0052  0.8589
C  4.4027  2.9379  0.8202
C  4.1151  2.6675  2.3264
I  3.8374  4.9413  0.2583
O  3.0002  0.4448  -1.8288
H  1.8487  -6.1180  2.1470
H  2.0603  -4.5660  2.8773
H  3.4432  -5.2746  2.1299
H  1.9730  -3.3941  0.9818
H  1.0004  -4.7442  0.4352
H  3.3448  -4.3900  -2.2264
H  1.8322  -3.7976  -1.5645
H  3.9769  -2.6922  -0.0409
H  4.2924  -2.2367  -1.6731
H  3.2670  -1.6515  -3.4452
H  1.5389  -2.0754  -3.3473
H  0.2515  -1.1945  -0.9663
H  0.1210  -0.5282  -2.5222
H  -0.4065  0.7066  -0.2653
H  -0.0094  2.8741  -1.8265
H  0.3985  1.6284  -2.8982
H  -2.1965  2.5598  -2.1695
H  -1.7538  1.5366  -3.4673
H  -3.0988  0.0307  -2.3943
H  -1.7506  -0.2901  -1.2721
H  -4.4871  -3.2844  -0.8789
H  -5.8882  -2.4088  -0.3384
H  -5.5372  -0.8357  -2.3190
H  -5.7539  -2.5281  -2.7798
H  -4.1645  -1.8649  -2.8020
H  -4.1987  -3.0347  1.3663
H  -4.4463  -1.4335  1.9968
H  -2.2314  -0.9440  2.2198
H  -2.2438  -2.6564  2.5006
H  -1.6982  -2.0776  0.9331
H  1.6761  0.5787  0.5412
H  0.5270  5.0817  0.9954
H  0.4884  4.5120  -0.6396
H  -1.7903  3.3789  0.8103
H  -1.6822  5.0900  1.0588
H  -1.7700  4.4210  -0.5896
H  -1.1302  1.7343  2.0494
H  0.3371  0.8677  2.4033
H  -0.5894  1.9541  4.3903
H  -0.1412  3.5565  3.7094
H  1.0785  2.3089  4.0492
H  3.5398  3.1174  -2.0339
H  1.9889  3.3644  -1.5396
H  4.8537  1.8764  -0.9652
H  5.4831  3.0042  0.8178
H  3.8078  3.6201  2.7444
H  3.2856  1.9963  2.4854
H  5.0073  2.3383  2.8359
C  1.1400  -3.9057  6.5185
Br  2.9727  -4.0933  5.9553
Br  0.9440  -2.5473  7.8683
Br  -0.0391  -3.5988  5.0219
H  0.8463  -4.8442  6.9656
C  5.1144  -8.1569  3.5337
Br  6.1605  -9.3759  4.5952
Br  3.3551  -7.8976  4.2740
Br  6.0306  -6.4825  3.2614
H  4.9873  -8.6112  2.5621
C  -6.2208  -5.2949  -5.2234
Br  -5.8651  -5.7209  -3.3773
Br  -8.0898  -5.4579  -5.6474
Br  -5.5306  -3.5559  -5.6915
H  -5.6920  -6.0199  -5.8249
C  9.1143  -10.2833  7.4508
Br  8.5600  -11.6994  8.6326
Br  9.7539  -8.7494  8.4243
Br  10.4065  -10.8969  6.1595
H  8.2398  -9.9673  6.9013
C  -2.8810  -7.0195  -1.0144
Br  -1.3271  -7.9697  -0.3893
Br  -4.2454  -6.9192  0.3465
Br  -2.4472  -5.2748  -1.6870
H  -3.2875  -7.5802  -1.8442
C  -1.7211  5.5772  -4.2067
Br  -1.9412  6.8979  -2.8247
Br  -0.2661  4.3723  -3.8025
Br  -3.3543  4.6179  -4.5525
H  -1.4568  6.1007  -5.1142
C  -5.8077  -1.3641  5.4526
Br  -4.9100  -0.3879  6.8522
Br  -5.6438  -0.4632  3.7591
Br  -5.1857  -3.1918  5.3366
H  -6.8583  -1.3975  5.7020
C  -2.5502  -6.5971  4.2700
Br  -2.2309  -7.0008  6.1238
Br  -4.4262  -6.6704  3.8383
Br  -1.7687  -4.9117  3.7579
H  -2.0607  -7.3637  3.6864
C  4.4672  9.1308  -1.3799
Br  4.3823  11.0448  -1.5072
Br  5.8537  8.5502  -0.1760
Br  2.7533  8.3710  -0.9194
H  4.7233  8.7600  -2.3634
C  -2.0794  7.7009  2.9558
Br  -2.2953  9.5950  2.7041
Br  -3.2345  6.6880  1.7911
Br  -0.2375  7.1569  2.7626
H  -2.3728  7.4772  3.9710
C  -10.1471  -7.9360  -8.1938
Br  -8.4751  -7.5054  -9.0510
Br  -11.1452  -6.3502  -7.7369
Br  -11.1965  -9.1529  -9.2530
H  -9.9107  -8.4406  -7.2684
C  5.7442  10.3264  -5.5773
Br  7.0818  9.9781  -4.2366
Br  4.1111  9.3705  -5.2080
Br  5.4310  12.2107  -5.8089
H  6.1260  9.9488  -6.5161
C  4.1764  7.2158  -8.9153
Br  4.0872  9.1334  -9.0930
Br  5.5938  6.6664  -7.7275
Br  2.4792  6.4670  -8.3937
H  4.4123  6.8192  -9.8918
C  -4.5343  3.7169  4.7111
Br  -3.2592  2.9920  5.9580
Br  -4.2025  3.1020  2.9169
Br  -6.3443  3.3730  5.2641
H  -4.4019  4.7892  4.7073
C  8.9425  1.4560  2.6001
Br  7.7774  2.4117  3.8009
Br  8.8177  -0.4494  2.8491
Br  8.6348  1.9537  0.7643
H  9.9547  1.7450  2.8424
C  -7.8367  4.2482  0.3952
Br  -8.4143  3.1140  1.8405
Br  -6.5196  5.5305  0.9744
Br  -7.1977  3.2177  -1.0992
H  -8.7004  4.8024  0.0587

Cartesian forces (eV/Å) of the 6 atoms listed first:
C -0.5 0.5 0.1
C -0.1 -0.3 1.3
O 0.3 -0.2 -0.6
C -0.6 0.6 0.2
C -0.2 -1.0 0.4
O 0.6 0.2 -0.1

Formula: C9H11NO2
Source: the OMol25 dataset
Level of theory: ωB97M-V/def2-TZVPD

Results
**Multiplicity**: 1
**Net charge**: 0
**Gap between HOMO and LUMO**: 10.4 eV
**Maximum force**: 1.7 eV/A
**HOMO level**: -9.59 eV
**Energy above the lowest of the compared OMol25 structures with the same formula, charge and spin**: 0.154 eV
**Structure (SMILES)**: N[C@@H](Cc1ccccc1)C(=O)O

Atoms and positions in Å:
C  1.8697  -0.4850  -0.2349
C  2.0979  1.0269  -0.4149
C  0.7853  -0.7636  0.8263
C  -0.6081  -0.3209  0.4425
C  -1.2964  -0.9857  -0.5736
C  -1.2162  0.7618  1.0698
C  -2.5786  -0.5845  -0.9588
C  -2.4986  1.1695  0.6859
C  -3.1790  0.4966  -0.3274
H  3.7468  -1.1071  -0.6247
H  3.4767  -0.7015  0.9131
H  1.5091  -0.8807  -1.1959
H  1.1282  -0.2783  1.7833
H  0.8111  -1.8518  1.0118
H  -0.8083  -1.8352  -1.0515
H  -0.7165  1.2807  1.8634
H  -3.0834  -1.1045  -1.7703
H  -2.9711  2.0403  1.1837
H  -4.1251  0.8265  -0.6171
H  0.3461  1.1824  -1.0794
N  3.0895  -1.1897  0.1155
O  3.1256  1.5632  -0.0850
O  1.0951  1.7403  -0.9618

Cartesian forces (eV/Å) of the 6 atoms listed first:
C -0.2 -0.1 -0.4
C 0.6 0.1 0.3
C 0.5 0.0 0.8
C 0.1 0.0 0.1
C -0.1 0.0 -0.1
C -0.9 -0.1 -0.4

Formula: C39H53EuN12
Source: the OMol25 dataset
Level of theory: ωB97M-V/def2-TZVPD

Results
**Multiplicity**: 8
**Net charge**: +1
**Gap between HOMO and LUMO (spin up / spin down)**: 5.6 / 5.8 eV
**Maximum force**: 3.2 eV/A
**HOMO level (spin up / spin down)**: -8.99 / -9.16 eV

Atoms and positions in Å:
Eu  -0.1689  -0.0757  0.5706
C  0.4353  5.0302  -2.6505
C  -0.2969  3.8646  -3.1358
C  -0.9796  3.0252  -2.2538
C  -0.7750  3.1019  -0.8750
C  0.0584  4.1533  -0.4110
C  0.4933  5.1473  -1.2803
N  -1.3892  2.1453  0.0304
C  -2.6720  2.3680  0.4582
C  -3.5783  3.3495  -0.0728
C  -4.9212  3.3103  0.2670
C  -5.3438  2.5698  1.4229
C  -4.4414  1.6740  2.0222
C  -3.1562  1.4874  1.5466
N  -2.3459  0.4667  1.9936
N  -2.8865  -0.4368  2.7550
C  -2.1171  -1.5112  2.9852
C  -2.7349  -2.5520  3.7839
C  -2.0903  -3.7840  3.8510
C  -0.8186  -3.9233  3.3038
C  -0.2572  -2.8372  2.6318
N  -0.9030  -1.6627  2.3634
H  0.8246  5.8112  -3.3134
H  -0.2574  3.6555  -4.1869
H  -1.6849  2.3397  -2.6888
H  0.0545  4.4617  0.6373
H  0.8991  6.0469  -0.8190
H  -3.1236  4.0288  -0.8326
H  -5.7216  3.8104  -0.3122
H  -6.3250  2.6320  1.8093
H  -4.6909  1.0591  2.8947
H  -3.7053  -2.2889  4.2597
H  -2.6171  -4.6187  4.3324
H  -0.2390  -4.8564  3.3675
H  0.7353  -2.8109  2.1921
C  0.2906  2.8095  3.6085
N  1.0074  1.5266  3.3897
C  0.6795  0.4715  4.3668
C  2.0904  1.4503  2.4935
N  2.0862  0.3668  1.7352
C  3.2188  -0.3035  1.3043
C  4.3857  -0.5071  2.1175
C  5.4703  -1.2536  1.6779
C  5.4770  -1.6759  0.3480
C  4.3831  -1.5827  -0.4292
C  3.1687  -1.0572  0.0617
N  1.9854  -1.1491  -0.6463
C  1.9319  -1.7951  -1.8730
N  1.9802  -3.1780  -1.9584
C  2.6283  -3.8929  -3.0362
C  1.8973  -3.9651  -0.7291
N  1.7673  -1.0541  -2.9862
C  1.3321  -1.4646  -4.3337
C  2.0006  0.3920  -2.9058
N  2.8048  2.5684  2.2416
C  3.5753  2.7103  0.9827
C  3.0937  3.5249  3.2636
H  -0.7722  2.6042  3.4644
H  0.5986  3.5215  2.8306
H  0.4374  3.2236  4.6362
H  0.8169  0.8721  5.3727
H  1.4137  -0.3595  4.3949
H  -0.3473  0.1592  4.2370
H  4.3537  0.0383  3.0502
H  6.2235  -1.6356  2.3496
H  6.3823  -2.2160  -0.0771
H  4.3473  -2.0355  -1.4176
H  3.4693  -3.3511  -3.5031
H  1.9658  -4.1820  -3.8922
H  3.1316  -4.7697  -2.6103
H  1.4146  -3.3664  -0.0001
H  2.9147  -4.2107  -0.3679
H  1.2509  -4.8720  -0.8783
H  1.0298  -2.5165  -4.3982
H  2.1885  -1.2972  -5.0177
H  0.5397  -0.7912  -4.5996
H  2.8435  0.6712  -3.5683
H  2.2557  0.6736  -1.8965
H  1.2010  0.9732  -3.3302
H  2.9412  2.5840  0.1061
H  4.3617  1.9976  0.9942
H  4.0432  3.7036  1.0813
H  2.7482  3.1479  4.2610
H  2.6058  4.4885  3.1825
H  4.1433  3.8132  3.3768
C  -1.9107  -2.6886  -1.3803
C  -2.8351  -3.2707  -2.4760
N  -3.6406  -2.1803  -3.1701
C  -4.4914  -1.4881  -2.1191
C  -3.6236  -1.0427  -0.8951
N  -2.2023  -1.2390  -1.1261
C  -1.9877  -0.5191  -2.4399
C  -2.7255  -1.1777  -3.6469
H  -0.8421  -2.7400  -1.6291
H  -2.0737  -3.2351  -0.4277
H  -3.5907  -3.9131  -1.9819
H  -2.2592  -3.7595  -3.2441
H  -5.2679  -2.2134  -1.8430
H  -5.0215  -0.6917  -2.6694
H  -3.9481  -1.6592  0.0051
H  -3.8730  0.0061  -0.6518
H  -0.9220  -0.5254  -2.5815
H  -2.3333  0.5197  -2.2825
H  -2.0484  -1.6771  -4.4078
H  -3.4196  -0.4964  -4.1528

Cartesian forces (eV/Å) of the 6 atoms listed first:
Eu 0.0 0.6 -0.3
C -1.4 -2.0 -0.7
C 1.3 2.0 1.1
C 0.8 0.4 -0.6
C -0.2 0.1 0.8
C -1.7 0.1 0.1

Formula: C2H6N5S
Source: the OMol25 dataset
Level of theory: ωB97M-V/def2-TZVPD

Results
**Multiplicity**: 1
**Net charge**: +1
**Gap between HOMO and LUMO**: 9.9 eV
**Maximum force**: 6.8 eV/A
**HOMO level**: -14.19 eV
**Energy above the lowest of the compared OMol25 structures with the same formula, charge and spin**: 2.525 eV
**Structure (SMILES)**: N#CS[N+](N)=C(N)N

Atoms and positions in Å:
C  -3.1735  -0.4351  -0.5927
C  0.5402  -0.6340  -0.6432
N  -3.8321  0.3403  -1.0952
N  1.3227  0.4359  -1.0088
N  0.9552  -1.9148  -0.8752
N  -0.7955  -0.2347  0.3330
N  -0.7606  1.1328  0.4583
S  -2.1110  -1.2536  0.5011
H  2.1784  0.4362  -1.4482
H  -1.0460  1.2543  1.4629
H  0.7666  -2.6367  -0.1591
H  1.7624  -2.2165  -1.3569
H  -1.6524  1.4765  -0.0978
H  0.8190  1.3027  -0.9115

Cartesian forces (eV/Å) of the 6 atoms listed first:
C 1.4 -1.6 1.5
C 0.9 0.9 0.9
N -1.2 1.4 -1.3
N -5.5 -2.2 2.0
N -2.4 0.9 2.6
N 5.5 -2.6 -3.0

Calculated energy in order - -3535442.1184; -15097.0306; -78505.9636; -20447.1834 eV